Entry 1:
Formula: C10H11NO4
Source: the OMol25 dataset
Level of theory: ωB97M-V/def2-TZVPD

For the gap between HOMO and LUMO, the calculation gives 9.5 eV. Its energy relative to the best compared isomer or geometry (same formula, charge and spin) is 5.008 eV. Its structure (SMILES) is CC[C@](O)(C(=O)c1ccccc1)[N+](=O)[O-].

Positions of all 26 atoms, in Å:
C1 2.733 2.899 1.168
C2 2.817 1.539 0.789
C3 1.518 3.584 0.980
C4 1.744 0.869 0.253
C5 0.455 2.923 0.378
C6 0.528 1.567 0.080
C7 -0.662 0.879 -0.394
C8 -1.933 -2.802 -0.764
C9 -1.960 -1.252 -0.668
C10 -0.589 -0.700 -0.416
N1 0.400 -1.122 -1.540
O1 -1.661 1.468 -0.726
O2 0.247 -0.548 -2.577
O3 1.151 -2.029 -1.296
O4 -0.059 -1.202 0.798
H1 3.534 3.511 1.607
H2 3.659 0.957 0.848
H3 1.440 4.745 1.102
H4 2.098 -0.102 -0.005
H5 -0.464 3.281 0.126
H6 -0.939 -2.970 -1.072
H7 -2.660 -3.286 -1.543
H8 -2.123 -3.352 0.093
H9 -2.571 -1.083 0.114
H10 -2.453 -0.861 -1.595
H11 -0.027 -2.145 0.630


Entry 2:
Formula: C10H12AlI2O5STl
Source: the OMol25 dataset
Level of theory: ωB97M-V/def2-TZVPD

For the gap between HOMO and LUMO (alpha / beta), the calculation gives 4.3 / 4.3 eV. Its energy relative to the best compared isomer or geometry (same formula, charge and spin) is 3.040 eV. As for the charge: +4.

Positions of all 32 atoms, in Å:
I1 1.553 -3.639 -0.207
I2 2.575 3.538 -0.738
Tl1 0.054 2.197 0.113
Al1 0.350 -1.445 -0.262
S1 1.376 -0.033 -1.675
C1 -1.515 -2.091 -0.794
C2 -1.230 -2.239 0.870
C3 0.855 -0.114 -3.368
C4 1.672 0.946 -4.091
C5 -0.652 0.194 -3.466
C6 1.183 -1.484 -3.920
C7 -1.528 2.940 2.525
C8 -2.501 2.788 -1.225
O1 -1.894 -2.803 1.674
O2 -2.514 -2.417 -1.369
O3 -2.226 3.150 3.405
O4 -3.423 2.833 -1.894
H1 1.389 0.978 -5.144
H2 2.733 0.707 -4.032
H3 1.545 1.937 -3.659
H4 -0.943 0.077 -4.532
H5 -0.856 1.232 -3.132
H6 -1.225 -0.529 -2.846
H7 0.949 -1.506 -4.983
H8 0.620 -2.255 -3.407
H9 2.238 -1.689 -3.776
C9 0.460 -0.311 2.684
C10 1.178 -0.486 1.409
O5 2.325 -0.240 1.132
H10 -0.616 -0.193 2.519
H11 0.855 0.565 3.241
H12 0.619 -1.239 3.281


Entry 3:
Formula: C10H12BN2O5P
Source: the OMol25 dataset
Level of theory: ωB97M-V/def2-TZVPD

For the gap between HOMO and LUMO, the calculation gives 8.2 eV. As for the charge: +2.

Positions of all 31 atoms, in Å:
O1 -5.438 -2.533 -0.781
P1 -5.119 -1.167 -0.323
O2 -5.863 -0.951 1.135
O3 -5.794 -0.100 -1.424
N1 -3.358 -0.926 -0.239
C1 -2.562 -1.602 0.681
C2 -1.112 -1.366 0.766
C3 -0.454 -0.388 -0.149
C4 1.051 -0.069 -0.076
C5 1.600 0.284 1.266
C6 3.020 0.639 1.392
N2 3.864 0.649 0.284
B1 5.329 1.044 0.334
O4 6.189 0.782 1.392
O5 5.809 1.769 -0.788
C7 3.364 0.311 -0.979
C8 1.977 -0.055 -1.226
C9 -1.364 0.280 -1.129
C10 -2.799 -0.020 -1.138
H1 -6.015 0.006 1.305
H2 -5.980 0.714 -0.905
H3 -3.033 -2.322 1.398
H4 -0.529 -1.933 1.539
H5 0.910 0.305 2.140
H6 3.418 0.904 2.406
H7 6.390 1.642 1.822
H8 5.169 2.513 -0.867
H9 4.055 0.333 -1.865
H10 1.595 -0.294 -2.252
H11 -0.897 1.007 -1.838
H12 -3.426 0.544 -1.881


Entry 4:
Formula: C10H12ClF3NO11
Source: the OMol25 dataset
Level of theory: ωB97M-V/def2-TZVPD

For the gap between HOMO and LUMO, the calculation gives 8.9 eV. Its energy relative to the best compared isomer or geometry (same formula, charge and spin) is 0.000 eV. As for the charge: -1.

Positions of all 38 atoms, in Å:
Cl1 -0.579 0.127 0.331
C1 -2.361 1.958 -0.696
N1 -2.041 2.901 -1.768
O1 -2.818 3.832 -1.727
O2 -1.024 2.802 -2.469
H1 -3.076 2.448 -0.035
H2 -1.437 1.683 -0.188
H3 -2.936 1.168 -1.179
C2 0.899 2.347 1.052
C3 2.070 1.394 0.859
O3 2.200 0.783 2.155
C4 1.720 1.632 3.067
O4 1.866 1.450 4.274
O5 1.158 2.691 2.481
F1 3.218 2.086 0.536
H4 -0.100 1.918 0.969
H5 0.975 3.234 0.422
H6 1.757 0.757 0.032
C5 0.221 -0.553 -2.067
C6 1.460 -0.852 -1.183
O6 2.582 -0.387 -1.857
C7 2.231 -0.435 -3.131
O7 3.026 -0.425 -3.996
O8 0.870 -0.617 -3.244
F2 1.518 -2.193 -0.963
H7 -0.248 0.395 -1.803
H8 -0.532 -1.334 -1.955
H9 1.318 -0.353 -0.224
C8 -1.700 -2.156 0.676
C9 -0.306 -2.519 1.072
O9 -0.434 -3.852 1.483
C10 -1.601 -4.080 1.894
O10 -2.007 -5.075 2.490
O11 -2.432 -3.073 1.536
F3 0.030 -1.891 2.207
H10 -2.124 -2.436 -0.289
H11 -1.884 -1.094 0.836
H12 0.521 -2.282 0.401


Entry 5:
Formula: C10H12ClN2O
Source: the OMol25 dataset
Level of theory: ωB97M-V/def2-TZVPD

For the gap between HOMO and LUMO, the calculation gives 8.6 eV. Its energy relative to the best compared isomer or geometry (same formula, charge and spin) is 0.904 eV. Its structure (SMILES) is Cc1ccc(C2=[NH+][C@H](Cl)NO2)c(C)c1. As for the charge: +1.

Positions of all 26 atoms, in Å:
C1 -1.453 0.080 0.515
C2 -1.434 -0.422 1.784
C3 0.957 -0.374 1.869
C4 -0.183 0.326 -0.127
C5 -0.216 -0.805 2.422
C6 1.030 0.124 0.591
C7 -1.016 1.037 -3.500
C8 -0.196 0.777 -1.465
C9 -0.134 -1.432 3.720
C10 2.342 0.083 -0.142
N1 0.311 1.380 -3.470
N2 -1.358 1.225 -2.086
O1 0.802 0.845 -2.244
Cl1 -1.131 -0.784 -3.638
H1 -2.417 0.234 0.102
H2 -2.275 -0.539 2.359
H3 1.873 -0.563 2.402
H4 -1.483 1.679 -4.232
H5 0.617 -1.128 4.546
H6 -1.183 -1.625 4.069
H7 0.061 -2.462 3.472
H8 2.227 0.904 -0.926
H9 3.176 0.432 0.504
H10 2.594 -0.831 -0.621
H11 0.716 0.960 -4.317
H12 -2.227 0.877 -1.588


Entry 6:
Formula: C10H12F6MgN4O6S2
Source: the OMol25 dataset
Level of theory: ωB97M-V/def2-TZVPD

For the gap between HOMO and LUMO (alpha / beta), the calculation gives 8.9 / 2.6 eV. Its energy relative to the best compared isomer or geometry (same formula, charge and spin) is 1.079 eV. As for the charge: +1. As for the spin multiplicity: 2. The expectation value of S² is 0.76.

Positions of all 41 atoms, in Å:
Mg1 20.804 4.825 6.053
C1 16.850 5.027 4.498
F1 15.482 4.815 4.560
F2 17.348 4.935 3.254
F3 17.171 6.288 4.954
S1 17.824 3.738 5.678
O1 19.257 4.028 5.643
O2 17.344 4.004 7.076
O3 17.471 2.405 5.148
C2 23.840 7.870 4.912
F4 24.897 8.637 5.168
F5 22.790 8.678 4.513
F6 24.116 6.998 3.892
S2 23.303 6.959 6.551
O4 22.710 7.970 7.459
O5 22.331 5.909 6.278
O6 24.498 6.492 7.196
C3 22.627 5.500 1.826
C4 21.910 5.093 3.054
N1 21.330 4.766 4.032
H1 23.699 5.623 1.981
H2 22.281 6.530 1.734
H3 22.398 4.963 0.906
C5 23.511 1.119 6.471
C6 22.598 2.219 6.349
N2 21.849 3.116 6.254
H4 24.537 1.419 6.686
H5 23.589 0.624 5.503
H6 23.247 0.358 7.204
C7 19.534 8.890 7.187
C8 19.686 7.707 6.307
N3 19.791 6.777 5.640
H7 20.044 9.779 6.817
H8 19.805 8.660 8.217
H9 18.462 9.046 7.307
C9 19.770 4.682 10.623
C10 19.952 4.882 9.164
N4 20.184 5.083 8.010
H10 18.873 5.253 10.863
H11 20.506 5.255 11.187
H12 19.737 3.654 10.984